Below is a structure of composition C22H22CuN3OS4, with properties calculated with the ωB97M-V functional and the def2-TZVPD basis.

⟨S²⟩   0.758
Charge   -1
2S+1   2
Energy above the lowest of the compared OMol25 structures with the same formula, charge and spin   0.0 kJ/mol
DFT total energy   -117670.8155 eV
F_max   0.0083 Eh/bohr

```
53
Properties=species:S:1:pos:R:3:mulliken_charge:R:1
Cu 2.066 -0.959 2.020 -0.32
S 1.259 -0.608 4.238 -0.33
S 2.416 -2.884 1.188 -0.50
S 0.128 -1.487 -0.839 0.63
S 0.305 2.040 5.376 -0.08
O 0.146 -0.240 -0.040 -0.19
N 1.320 1.857 3.071 -1.18
N 1.844 1.191 1.991 0.85
N 3.239 0.191 -0.118 -0.32
C -4.102 -0.759 2.127 -0.46
C 0.005 2.042 -4.726 -0.49
C -1.768 -1.312 1.935 0.39
C 3.485 0.111 -2.493 -0.53
C -2.797 -0.657 2.592 -0.62
C -3.340 -2.171 0.338 -0.29
C -2.029 -2.073 0.796 0.14
C 2.618 1.363 -0.243 0.57
C -0.888 -2.714 0.079 -1.14
C 1.036 1.072 4.080 0.44
C -4.374 -1.523 1.001 -0.59
C -0.732 -0.056 -3.035 0.35
C 3.640 -0.424 -1.221 -0.43
C 2.881 1.353 -2.615 -0.34
C -0.935 1.266 -2.649 -0.20
C -1.140 -1.175 -2.130 -1.20
C 0.229 0.727 -5.109 -0.61
C 2.077 1.942 0.990 -0.64
C 2.439 1.993 -1.471 -0.41
C -0.135 -0.313 -4.266 -0.28
C -0.573 2.306 -3.492 -0.52
C 0.097 0.849 6.709 -0.82
H -2.570 -0.061 3.467 0.46
H -2.062 -0.940 -1.597 0.35
H -0.564 0.038 6.413 0.26
H 0.040 -1.339 -4.568 0.36
H -1.269 -2.109 -2.681 0.57
H -3.553 -2.767 -0.544 0.36
H 2.732 1.805 -3.587 0.52
H -0.350 1.410 7.531 0.33
H 4.092 -1.400 -1.072 0.42
H -5.389 -1.614 0.635 0.36
H 0.688 0.507 -6.065 0.37
H 1.055 0.437 7.015 0.28
H -4.905 -0.246 2.643 0.38
H 1.927 2.945 -1.524 0.36
H -1.365 1.473 -1.678 0.25
H -1.201 -3.458 -0.657 0.51
H -0.741 3.328 -3.175 0.43
H 3.830 -0.434 -3.362 0.39
H -0.753 -1.225 2.307 0.01
H 0.283 2.857 -5.384 0.38
H 1.818 2.997 1.042 0.42
H -0.159 -3.155 0.759 0.36
```

=====

Below is a structure of composition C27H45As2N8O2PSTi in a non-equilibrium geometry, with properties calculated with the ωB97M-V functional and the def2-TZVPD basis.

⟨S²⟩   2.012
Charge   0
2S+1   3
Energy above the lowest of the compared OMol25 structures with the same formula, charge and spin   322.0 kJ/mol
DFT total energy   -209662.9947 eV
F_max   0.0549 Eh/bohr

```
87
Properties=species:S:1:pos:R:3:mulliken_charge:R:1
As -2.396 1.251 -0.043 1.10
As -1.367 -0.810 -2.356 1.27
Ti 0.567 0.451 -0.576 -0.23
S 2.037 0.815 1.306 -0.19
P -0.778 1.448 3.550 -1.34
O -0.768 0.670 2.286 -0.43
O 0.483 -1.388 -0.206 0.04
N 0.164 3.941 -2.832 -0.01
N -1.104 3.061 3.245 1.04
N 0.377 2.319 -1.352 1.28
N -1.997 0.900 4.550 0.60
N 4.582 -0.029 1.131 -0.58
N 0.539 1.399 4.597 0.47
N 3.433 0.090 -0.851 -1.05
N 2.391 0.595 -1.584 0.12
C 1.048 0.047 4.818 -0.74
C -2.103 -0.307 -4.140 -1.39
C 2.293 -4.363 -1.272 -0.48
C -2.061 1.231 5.960 -1.27
C -4.960 -2.618 -0.996 -0.88
C -0.971 -2.633 -2.960 -1.70
C 1.292 -2.194 -0.885 0.69
C -0.293 2.735 -2.413 -0.80
C -0.361 3.687 2.160 -1.12
C 1.904 -1.737 -2.081 1.10
C 1.491 -3.528 -0.512 -1.15
C -2.842 -0.208 4.141 -0.81
C -5.268 -1.882 0.138 -0.86
C -4.478 -0.798 0.491 -0.29
C 1.185 4.306 -1.995 -0.91
C -3.373 -0.435 -0.272 0.05
C 2.882 -3.910 -2.445 -0.88
C -3.842 -2.284 -1.743 -0.61
C -3.514 2.075 -1.479 -1.23
C -3.034 -1.207 -1.390 0.03
C 2.676 -2.598 -2.846 -0.10
C -1.643 3.989 4.215 -1.12
C 1.583 2.415 4.601 -0.59
C 1.308 3.305 -1.090 -0.59
C 3.428 0.238 0.419 0.42
C -3.492 2.102 1.358 -1.26
C 1.735 -0.290 -2.357 -0.95
H 0.215 2.928 1.641 0.01
H 2.014 3.218 -0.282 0.46
H 1.457 -0.024 5.830 0.35
H -3.357 3.155 -1.508 0.39
H 0.320 4.463 2.527 0.44
H 1.819 -0.215 4.090 0.14
H -5.583 -3.449 -1.299 0.40
H 2.297 2.296 3.785 0.10
H -1.248 -0.266 -4.819 0.40
H -0.856 -3.293 -2.102 0.40
H 0.230 -0.666 4.710 0.28
H 4.423 -0.334 2.077 0.22
H -1.925 0.338 6.581 0.33
H -4.734 -0.232 1.378 0.23
H -3.599 -2.872 -2.619 0.27
H -3.276 1.657 -2.456 0.22
H -3.902 0.065 4.189 0.27
H -4.566 1.872 -1.279 0.48
H 3.509 -4.565 -3.036 0.40
H -2.688 -1.080 4.787 0.37
H 3.127 -2.222 -3.757 0.40
H -3.283 3.172 1.326 0.39
H -2.592 0.666 -4.156 0.45
H 2.118 2.343 5.551 0.37
H -3.032 1.669 6.213 0.36
H -4.557 1.955 1.181 0.60
H 1.713 5.236 -2.098 0.42
H -6.130 -2.142 0.738 0.41
H 2.442 -5.390 -0.960 0.42
H -2.116 4.814 3.676 0.39
H 1.425 0.059 -3.343 0.59
H -1.763 -3.009 -3.607 0.67
H -0.039 -2.646 -3.520 0.46
H -1.057 4.142 1.443 0.32
H -0.161 4.447 -3.636 0.23
H -3.216 1.740 2.342 0.05
H 5.238 -0.606 0.625 0.26
H -2.805 -1.054 -4.507 0.42
H -1.095 2.204 -2.895 0.43
H 1.135 3.406 4.526 0.16
H 0.994 -3.892 0.379 0.43
H -0.877 4.411 4.879 0.26
H -2.403 3.495 4.816 0.29
H -1.269 1.935 6.202 0.36
H -2.585 -0.492 3.122 0.07
```

=====

Below is a structure of composition C2HCoO3 in a non-equilibrium geometry, with properties calculated with the ωB97M-V functional and the def2-TZVPD basis.

⟨S²⟩   8.784
Charge   +3
2S+1   6
Energy above the lowest of the compared OMol25 structures with the same formula, charge and spin   0.0 kJ/mol
DFT total energy   -45810.2884 eV
F_max   0.1533 Eh/bohr

```
7
Properties=species:S:1:pos:R:3:mulliken_charge:R:1
Co 1.952 0.037 -0.056 1.70
O 0.635 1.371 0.152 -0.22
O -1.390 -1.636 0.009 0.16
O 0.843 -1.508 -0.136 -0.17
C -0.555 1.426 0.242 0.37
C -0.260 -1.929 -0.101 0.77
H -1.224 2.240 -0.110 0.38
```

=====

Below is a structure of composition C27H35Cl3GeN6O6PReS2Te in a non-equilibrium geometry, with properties calculated with the ωB97M-V functional and the def2-TZVPD basis.

⟨S²⟩   2.012
Charge   +2
2S+1   3
Energy above the lowest of the compared OMol25 structures with the same formula, charge and spin   158.3 kJ/mol
DFT total energy   -184250.8185 eV
F_max   0.0450 Eh/bohr

```
83
Properties=species:S:1:pos:R:3:mulliken_charge:R:1
Re -0.280 0.167 -1.925 1.03
Te 1.730 -2.630 0.829 0.22
Ge -0.214 -0.442 -4.500 0.86
Cl -2.035 0.454 -5.285 -0.31
Cl 1.419 0.308 -5.667 -0.27
Cl -0.334 -2.494 -5.134 -0.30
S 1.057 1.683 0.698 1.95
S 2.981 -0.767 -1.326 0.52
P -0.274 -1.396 1.374 0.52
O 2.223 2.503 0.606 -0.85
O -0.186 -0.597 2.749 -0.15
O 1.934 0.137 -1.943 -0.95
O -1.409 -2.490 1.698 -0.36
O 1.378 0.258 0.836 -0.44
O -0.937 -0.632 0.274 0.23
N 0.166 1.783 -0.679 -0.01
N 0.713 3.992 -1.345 -0.49
N -2.717 4.460 4.260 -0.45
N -0.961 -1.859 -2.013 0.43
N -2.451 0.409 -1.895 -0.18
N 0.118 2.230 -2.818 0.10
C -3.079 -0.851 -1.571 0.15
C -2.240 2.592 2.830 -1.42
C -4.380 -0.943 -1.152 -0.53
C -1.356 1.928 2.011 -0.51
C -4.166 -3.329 -0.908 -0.93
C -0.796 -4.552 2.882 -0.96
C 0.277 3.025 -3.870 -0.14
C -0.515 4.206 3.363 -0.92
C -0.046 2.373 1.897 -0.44
C 4.134 0.286 -0.394 -0.22
C 0.878 4.780 -2.389 -0.32
C 0.368 3.518 2.564 -0.72
C -2.269 -2.000 -1.653 0.47
C 0.689 4.336 -3.697 -1.04
C -0.183 -2.921 -2.023 -0.71
C 0.977 -0.535 3.578 0.09
C -1.499 -3.207 2.929 -0.05
C 5.480 -0.402 -2.294 -0.66
C 0.371 2.743 -1.588 0.64
C 0.572 -0.277 5.018 -1.36
C -0.636 -4.201 -1.677 -1.14
C -1.952 -4.375 -1.333 -0.76
C -2.815 -3.260 -1.305 0.78
C 4.146 -0.962 -2.747 -0.79
C -1.845 3.762 3.508 0.97
C 5.155 0.787 -1.395 -0.71
C -4.925 -2.193 -0.826 -0.82
H 3.560 1.070 0.088 -0.16
H 1.382 3.856 2.433 0.60
H -0.200 5.106 3.866 0.38
H -2.423 5.297 4.737 0.20
H 1.624 0.267 3.210 0.16
H -0.062 -1.078 5.395 0.31
H -1.676 1.049 1.479 0.55
H 1.153 5.802 -2.167 0.49
H 0.286 -4.437 2.777 0.17
H 3.706 -0.380 -3.555 0.22
H -2.341 -5.348 -1.073 0.53
H -2.648 1.083 -1.151 0.44
H -1.162 -5.150 2.050 0.24
H 1.531 -1.482 3.501 0.32
H -0.999 -5.092 3.805 0.45
H 4.577 -0.366 0.358 0.54
H -3.247 2.221 2.950 0.40
H 6.076 -0.096 -3.153 0.40
H 0.857 4.984 -4.539 0.44
H -2.854 0.789 -2.762 0.36
H 6.043 1.173 -0.895 0.50
H -3.676 4.168 4.343 0.20
H -1.104 -2.599 3.745 -0.05
H 0.838 -2.774 -2.354 0.62
H -2.568 -3.349 3.094 0.39
H 4.713 1.596 -1.977 0.26
H -4.987 -0.054 -1.062 0.56
H 0.073 2.624 -4.854 0.53
H 4.176 -2.012 -3.022 0.47
H -5.946 -2.243 -0.486 0.45
H 0.038 0.666 5.105 0.28
H 0.054 -5.030 -1.708 0.55
H -4.573 -4.289 -0.632 0.49
H 1.469 -0.230 5.633 0.42
H 6.040 -1.148 -1.729 0.30
```

=====

Below is a cluster of 2 separate species, C3H4Br2 in total in a non-equilibrium geometry, with properties calculated with the ωB97M-V functional and the def2-TZVPD basis.

SMILES   BrC1=CC1.Br
Charge   0
Energy above the lowest of the compared OMol25 structures with the same formula, charge and spin   198.6 kJ/mol
DFT total energy   -143257.6677 eV
F_max   0.0728 Eh/bohr

```
9
Properties=species:S:1:pos:R:3:mulliken_charge:R:1
Br 0.866 2.999 2.022 -0.09
Br -1.444 -0.206 -2.998 -0.22
C -0.324 2.314 -0.689 0.06
C -0.137 2.506 0.599 -0.25
C -1.325 1.675 0.175 -0.52
H -1.560 -1.287 -3.935 0.23
H -2.330 2.010 0.218 0.21
H -1.248 0.472 0.227 0.18
H 0.015 2.544 -1.669 0.40
```

=====

Below is a structure of composition C3H3OS2 in a non-equilibrium geometry, with properties calculated with the ωB97M-V functional and the def2-TZVPD basis.

Charge   -1
Energy above the lowest of the compared OMol25 structures with the same formula, charge and spin   56.8 kJ/mol
DFT total energy   -26878.4208 eV
F_max   0.0636 Eh/bohr

```
9
Properties=species:S:1:pos:R:3:mulliken_charge:R:1
S 0.677 -2.133 0.092 -0.39
S 1.434 0.756 -1.499 -0.42
O 1.757 1.145 1.166 -0.61
C 0.304 -0.484 0.068 0.28
C 1.277 0.599 0.187 0.31
C -1.134 -0.025 -0.033 -1.16
H -1.171 0.787 -0.661 0.37
H -1.401 0.144 1.005 0.26
H -1.742 -0.788 -0.325 0.37
```

=====

Below is the ion C31H39F2O4 with charge -1 in a non-equilibrium geometry, with properties calculated with the ωB97M-V functional and the def2-TZVPD basis.

SMILES   CCOC(=O)[C@@]1([C@@H](c2cc(F)cc(F)c2)c2cc(C(C)(C)C)c([O-])c(C(C)(C)C)c2)CCCCCC1=O
Charge   -1
DFT total energy   -46404.9359 eV
F_max   0.0488 Eh/bohr

```
76
Properties=species:S:1:pos:R:3:mulliken_charge:R:1
F -1.318 -0.356 6.126 -0.36
F -3.683 2.472 3.113 -0.34
O 2.156 -1.245 3.579 -0.69
O 2.528 0.956 3.185 -0.28
O -1.426 0.127 -3.849 -0.81
O 1.419 -2.760 1.053 -0.65
C -1.604 2.991 -3.413 -1.73
C -0.783 0.249 2.527 0.35
C -3.693 1.967 -2.574 -1.76
C -1.823 1.184 2.347 -0.19
C 2.933 0.637 0.686 -1.00
C 3.281 -1.932 -1.452 -0.58
C 2.259 -1.890 0.835 0.26
C -0.422 -1.344 -0.803 -0.89
C -0.708 -0.274 3.841 -1.30
C 1.973 -0.440 1.299 2.92
C 0.130 -0.364 1.453 -0.96
C -0.834 1.004 -0.504 -1.38
C -1.043 -1.324 -2.024 -0.16
C 2.250 -0.312 2.804 -0.53
C -1.503 1.111 -1.705 -0.32
C -1.443 -2.622 -2.768 2.11
C 2.759 2.590 4.930 -1.40
C 3.499 -2.296 0.047 -1.04
C -2.266 2.376 -2.177 2.18
C -1.361 -0.022 -2.603 1.24
C 3.034 -0.426 -1.647 0.09
C -0.383 -0.217 0.033 0.40
C 2.514 1.146 4.613 0.17
C -2.618 1.021 4.675 -0.95
C -0.708 -2.728 -4.105 -1.61
C -2.948 -2.597 -3.056 -1.78
C 3.736 0.437 -0.611 -1.36
C -2.365 3.450 -1.085 -1.79
C -1.564 0.131 4.860 0.46
C -1.102 -3.853 -1.928 -1.91
C -2.695 1.546 3.390 0.17
H -4.268 2.853 -2.880 0.46
H -3.236 -3.525 -3.560 0.48
H 1.507 0.866 4.946 0.06
H -1.041 -3.634 -4.626 0.47
H -3.172 -1.745 -3.704 0.33
H 2.300 1.536 0.626 0.38
H 0.062 -1.449 1.695 0.71
H 2.101 3.256 4.369 0.34
H 4.728 -0.008 -0.428 0.41
H -2.929 4.310 -1.481 0.45
H 3.421 -0.117 -2.630 0.62
H -3.499 -2.493 -2.116 0.31
H 0.050 -1.036 4.009 0.54
H 3.269 0.555 5.162 0.27
H -2.014 1.630 1.380 0.47
H -1.460 -4.752 -2.437 0.44
H -1.572 -3.814 -0.941 0.34
H 4.414 -1.827 0.440 0.23
H -4.203 1.492 -1.723 0.32
H -2.897 3.086 -0.189 0.24
H 2.579 2.707 5.995 0.41
H -1.360 3.802 -0.810 0.31
H 0.377 -2.782 -3.951 0.18
H -2.202 3.833 -3.784 0.46
H -1.509 2.247 -4.208 0.31
H 3.709 0.890 1.438 0.26
H 1.958 -0.188 -1.666 -0.38
H 3.659 -3.387 0.093 0.52
H -0.606 3.355 -3.152 0.33
H -3.654 1.264 -3.415 0.31
H 4.159 -2.252 -2.041 0.39
H 3.792 2.867 4.761 0.35
H -0.733 1.897 0.113 0.92
H -0.021 -3.960 -1.787 0.29
H 2.437 -2.476 -1.917 0.09
H 3.962 1.441 -1.013 0.49
H -0.924 -1.856 -4.729 0.30
H -0.081 -2.298 -0.412 0.50
H -3.287 1.322 5.476 0.49
```

=====

- Look up the F_max of the second one.
  0.0549 Eh/bohr